# 1
Below is C6H16FO2Rb2 as an isolated structure at a distorted geometry, with properties calculated with ωB97M-V/def2-TZVPD.

XYZ file:
```
27
Properties=species:S:1:pos:R:3:nbo_charge:R:1
Rb 3.70759 0.16526 -3.28897 0.997
Rb -0.33071 1.64776 -4.57919 0.995
F 1.10899 0.84639 -2.19819 -0.943
C -3.08475 -0.32603 -0.18990 -0.623
C -1.73069 -0.66014 -0.75867 0.086
C -1.60584 -2.12208 -1.19446 -0.627
O -1.50542 0.20146 -1.88213 -0.804
H -3.13948 0.71696 0.12339 0.216
H -3.30895 -0.90759 0.70812 0.216
H -3.86840 -0.53734 -0.91930 0.208
H -0.93400 -0.51961 -0.02034 0.177
H -0.56245 -2.38628 -1.37862 0.203
H -2.14439 -2.27483 -2.13536 0.201
H -2.01253 -2.82067 -0.46236 0.217
H -0.53599 0.29565 -1.98801 0.499
C 0.57301 1.34956 1.75423 -0.640
C 1.93256 0.84706 1.29938 0.092
C 2.64551 0.18202 2.46007 -0.618
O 1.76955 -0.11720 0.26638 -0.769
H 0.55292 1.84863 2.72478 0.218
H -0.11068 0.49959 1.85157 0.212
H 0.07383 2.00396 1.03131 0.207
H 2.56595 1.68284 0.98081 0.144
H 3.00170 0.94018 3.16023 0.211
H 3.51189 -0.40263 2.14419 0.210
H 1.99894 -0.49928 3.01638 0.211
H 1.43182 0.34637 -0.52533 0.501
```

As for the net charge: +1. As for the orbital gap: 7.735 eV. As for the spin multiplicity: 1. The calculation puts the relative energy (zero: lowest compared OMol25 entry of this formula, charge and spin) at 70.49 kJ/mol.

=====

# 2
Below is a 2-piece molecular cluster, C6H16N overall at a distorted geometry, with properties calculated with ωB97M-V/def2-TZVPD.

XYZ file:
```
23
Properties=species:S:1:pos:R:3:nbo_charge:R:1
C -1.61626 1.26469 -2.12129 -0.619
C -0.15387 0.88322 -1.98198 -0.400
C 0.38344 1.25872 -0.59237 -0.399
C 1.72207 0.54421 -0.16098 -0.386
C 1.50832 -0.99475 0.15965 -0.396
C 0.26460 -1.34054 1.05624 -0.320
N -0.94736 -1.33798 0.29683 -0.402
H -1.70431 2.20865 -2.65986 0.210
H -2.15048 1.14537 -1.17466 0.220
H -2.07381 0.53662 -2.81307 0.207
H 0.06214 -0.18820 -2.04279 0.192
H 0.53230 1.30309 -2.72173 0.197
H -0.40431 1.02294 0.11852 0.207
H 0.56390 2.33710 -0.49016 0.194
H 2.19869 1.04779 0.67669 0.197
H 2.46934 0.49063 -0.96749 0.195
H 2.50762 -1.20360 0.54213 0.217
H 1.46417 -1.44922 -0.82778 0.200
H 0.59284 -2.35292 1.43841 0.174
H 0.31281 -0.77066 1.97587 0.209
H -2.01508 -1.18028 5.79645 -0.001
H -2.38346 -0.89912 6.37160 0.001
H -1.13333 -2.32577 0.12177 0.305
```

As for the expectation value of S²: 0.754. As for the orbital gap (spin up / spin down): 10.980 / 9.367 eV. As for the spin multiplicity: 2. The calculation puts the relative energy (zero: lowest compared OMol25 entry of this formula, charge and spin) at 156.79 kJ/mol.

=====

# 3
Below is a 3-piece molecular cluster, C6H16N overall at a distorted geometry, with properties calculated with ωB97M-V/def2-TZVPD.

XYZ file:
```
23
Properties=species:S:1:pos:R:3:lowdin_charge:R:1
C -1.03570 0.06105 -2.16046 -0.036
C -0.04280 -0.19392 -1.07506 -0.101
C -0.23695 -0.72529 0.17817 -0.123
C 0.38983 -2.34243 -0.95702 0.231
C -1.50221 -1.19151 0.91290 -0.234
C -1.50380 -2.44690 1.78905 -0.088
N 3.33204 5.85561 0.94423 -0.017
H -0.71710 -0.39093 -3.09520 0.094
H -2.11106 -0.18115 -2.15967 0.107
H -0.97140 1.13209 -2.30082 0.103
H 0.98145 -0.03322 -1.37192 0.140
H 0.46082 -0.65477 0.98958 0.136
H 0.70302 -2.13930 -1.99135 0.090
H 1.11429 -2.39578 -0.15463 0.090
H -0.63582 -2.69040 -0.92389 0.082
H -1.74344 -0.41983 1.68196 0.140
H -2.39991 -1.16991 0.30402 0.110
H -2.33256 -2.52392 2.51038 0.096
H -1.59295 -3.37656 1.22831 0.072
H -0.52599 -2.36584 2.29920 0.090
H 4.08980 6.19255 1.55262 0.013
H 3.12607 4.93834 1.34904 -0.004
H 2.55522 6.30080 1.45083 0.007
```

As for the net charge: +1. As for the orbital gap: 7.981 eV. As for the spin multiplicity: 1. The calculation puts the relative energy (zero: lowest compared OMol25 entry of this formula, charge and spin) at 366.22 kJ/mol.

=====

# 4
Below is a 2-piece molecular cluster, C6H16N overall at a distorted geometry, with properties calculated with ωB97M-V/def2-TZVPD.

XYZ file:
```
23
Properties=species:S:1:pos:R:3:nbo_charge:R:1
C 0.36528 -1.02986 2.25974 -0.622
C -0.35412 0.01709 1.43045 -0.245
C -0.85008 -0.05783 0.13127 0.021
C 0.60390 1.00945 0.65741 -0.478
C 0.14774 2.29368 -0.25065 -0.373
C -0.19251 2.05950 -1.70802 -0.610
N -0.14414 -3.37387 -1.49986 -0.311
H 1.24855 -0.66653 2.86944 0.277
H -0.20009 -1.64448 2.98118 0.286
H 0.78376 -1.75838 1.47943 0.187
H -0.88933 0.72989 2.05196 0.280
H -0.68705 -1.01458 -0.39030 0.202
H -1.80503 0.44442 -0.14404 0.290
H 1.36002 0.42667 0.07691 0.242
H 1.24620 1.51333 1.43418 0.393
H -0.65612 2.79907 0.30332 0.234
H 1.01111 3.03078 -0.25064 0.263
H -0.99618 1.32891 -1.69561 0.175
H 0.63584 1.62053 -2.27379 0.222
H -0.50237 3.01819 -2.15510 0.271
H -0.95461 -3.64065 -2.12485 0.445
H 0.61265 -2.92353 -2.09029 0.437
H 0.21658 -4.18179 -1.09214 0.416
```

As for the net charge: +2. As for the expectation value of S²: 0.753. As for the orbital gap (spin up / spin down): 9.858 / 4.482 eV. As for the spin multiplicity: 2. The calculation puts the relative energy (zero: lowest compared OMol25 entry of this formula, charge and spin) at 501.68 kJ/mol.

=====

# 5
Below is an isolated ion of composition C6H16N2 and charge -1 at a distorted geometry, with properties calculated with ωB97M-V/def2-TZVPD.

XYZ file:
```
24
Properties=species:S:1:pos:R:3:nbo_charge:R:1
C 0.96176 -1.81882 0.12303 -0.419
N 1.03462 -0.71319 -0.84719 -0.651
C -0.18290 0.13890 -0.98674 -0.230
C -0.06881 1.45435 -0.22170 -0.369
C -1.51223 2.12860 -0.09017 -0.668
C 0.70706 2.44252 -1.15703 -0.735
C -0.07601 -1.64936 1.27143 -0.476
N -0.69510 -3.00064 1.56864 -0.871
H 1.77605 -2.04323 0.79515 0.174
H 0.85545 -2.75392 -0.41565 0.160
H 1.80253 -0.12742 -0.71993 0.346
H -0.31890 0.31279 -2.02478 0.179
H -0.91342 -0.53733 -0.61045 0.181
H 0.38609 1.29009 0.78069 0.203
H -1.73262 1.99090 1.03655 0.201
H -1.47095 3.13657 -0.36165 0.209
H -2.17536 1.31593 -0.55555 0.207
H 1.84407 2.25367 -1.09125 0.185
H 0.37745 2.39921 -2.11393 0.188
H 0.80252 3.49451 -0.77672 0.198
H 0.43658 -1.50403 2.23151 0.162
H -0.87297 -1.04431 0.92736 0.167
H -0.33759 -3.50147 2.32793 0.327
H -0.62733 -3.66433 0.91046 0.333
```

As for the net charge: -1. As for the expectation value of S²: 0.750. As for the orbital gap (spin up / spin down): 2.444 / 8.941 eV. As for the spin multiplicity: 2. The calculation puts the relative energy (zero: lowest compared OMol25 entry of this formula, charge and spin) at 258.39 kJ/mol.

=====

# 6
Below is C6H16N2 as an isolated structure at a distorted geometry, with properties calculated with ωB97M-V/def2-TZVPD.

XYZ file:
```
24
Properties=species:S:1:pos:R:3:nbo_charge:R:1
C 0.21868 2.11296 1.04731 -0.268
N -0.59500 1.13644 1.68741 -0.323
C 0.15590 -0.10372 1.86288 -0.325
C -0.25370 -1.25462 0.92739 -0.236
N 0.71232 -1.97600 0.12422 -1.060
C 0.75495 1.59039 -0.33166 -0.435
C -0.04110 0.03542 -2.14737 -0.660
C -0.43233 1.21651 -1.25089 -0.409
H 1.13148 2.43942 1.67649 0.167
H -0.36459 3.00303 0.85141 0.170
H -1.65250 -3.56271 -0.81700 -0.021
H 1.27229 0.01180 1.68868 0.167
H 0.03504 -0.53073 2.90863 0.186
H -0.96368 -0.82559 0.19684 0.156
H -0.92136 -1.94126 1.51071 0.127
H -1.30088 -3.86520 -0.16896 0.018
H 1.37401 -2.45471 0.75380 0.282
H 1.28353 0.62366 -0.12726 0.241
H 1.43789 2.23232 -0.89243 0.187
H -0.92691 -0.30705 -2.77138 0.176
H 0.24623 -0.84581 -1.46316 0.308
H 0.78670 0.33837 -2.83869 0.173
H -0.77772 2.08042 -1.80868 0.168
H -1.17922 0.84664 -0.61827 0.210
```

As for the net charge: -1. As for the expectation value of S²: 0.757. As for the orbital gap (spin up / spin down): 6.252 / 5.330 eV. As for the spin multiplicity: 2. The calculation puts the relative energy (zero: lowest compared OMol25 entry of this formula, charge and spin) at 269.75 kJ/mol.